# 1
Formula: C33H37AsAuF3NSSbSi2
Source: the OMol25 dataset
Level of theory: ωB97M-V/def2-TZVPD

Values from the calculation:
<S²>	2.058
frontier orbital gap (alpha / beta)	0.2427 / 0.2065	hartree
spin multiplicity	3
E_LUMO (alpha / beta)	-0.3 / -1.4	eV
strongest force on any atom	0.1566	hartree/bohr
HOMO (alpha / beta)	-6.88 / -7.03	eV
energy above the lowest of the compared OMol25 structures with the same formula, charge and spin	1.520	eV

Each line ends with the Mulliken spin population.
Atoms and positions in Å:
Au: 0.780 0.958 0.919  -0.01
S: 2.623 4.157 -1.599  0.00
C: 3.544 3.975 -0.174  -0.01
C: 2.982 3.096 0.811  0.00
C: 1.683 2.792 0.396  -0.01
C: 1.542 3.017 -0.955  -0.01
C: 0.718 2.345 -1.964  0.00
C: 0.236 2.847 -3.209  0.07
C: -0.299 1.838 -4.004  -0.03
C: -0.521 0.493 -3.634  0.06
C: -0.042 0.142 -2.290  -0.13
N: 0.453 1.135 -1.572  0.06
H: 4.221 4.822 0.006  0.00
H: 3.255 2.755 1.803  0.00
H: 0.519 3.859 -3.569  0.00
H: -0.583 2.128 -4.988  0.00
H: -1.248 -0.129 -4.167  0.00
H: 0.864 1.146 5.310  0.21
H: 5.150 -3.110 -2.012  0.00
F: -6.726 4.371 1.620  0.00
C: -5.420 4.072 1.559  0.00
C: -4.663 3.948 2.815  0.00
C: -3.544 3.195 2.684  0.01
C: -3.140 2.429 1.495  -0.01
C: -3.774 2.784 0.215  0.00
C: -4.863 3.785 0.339  0.00
Sb: -1.679 0.928 1.629  0.01
C: -1.497 0.926 3.782  -0.06
C: -0.519 1.834 4.080  0.14
C: -0.174 1.986 5.601  -0.08
C: -1.160 1.218 6.415  0.49
F: -0.682 1.016 7.655  0.03
C: -2.419 0.707 5.928  -0.14
C: -2.567 0.526 4.626  0.35
C: -3.020 -0.687 1.245  0.00
C: -2.858 -1.865 1.971  0.02
C: -3.695 -2.924 1.761  -0.01
C: -4.548 -2.856 0.660  0.00
F: -5.099 -4.065 0.251  0.00
C: -4.653 -1.737 -0.155  0.00
C: -3.898 -0.641 0.221  0.00
H: -5.169 4.000 3.759  0.00
H: -2.933 3.037 3.617  0.00
H: -2.978 2.932 -0.350  0.00
H: -5.309 4.216 -0.534  0.00
H: 0.074 2.564 3.512  0.01
H: 0.425 2.633 6.405  0.04
H: -3.018 0.076 6.621  0.00
H: -3.583 0.311 4.304  0.01
H: -2.085 -1.834 2.720  0.00
H: -3.550 -3.870 2.288  0.00
H: -5.254 -1.677 -1.043  0.00
H: -3.959 0.325 -0.330  0.00
C: 1.103 -4.703 -3.074  0.01
Si: 0.152 -3.041 -3.247  -0.04
C: 0.963 -2.308 -4.859  0.04
C: -1.756 -2.753 -3.260  0.03
As: 0.929 -1.482 -1.541  0.95
Si: 6.075 -2.279 -1.289  0.01
C: 5.404 -2.453 0.614  0.00
C: 5.370 -0.650 -1.832  0.00
C: 7.722 -2.907 -1.684  0.00
H: 1.538 -4.795 -2.014  0.00
H: 1.854 -4.872 -3.863  0.00
H: 0.437 -5.593 -3.166  0.00
H: 0.304 -1.693 -5.478  0.00
H: 1.335 -3.101 -5.452  0.00
H: 1.698 -1.605 -4.416  0.00
H: -2.324 -3.658 -3.015  0.00
H: -2.070 -2.411 -4.244  0.00
H: -2.104 -1.995 -2.551  0.00
H: 6.184 -3.048 1.116  0.00
H: 4.430 -2.926 0.667  0.00
H: 5.352 -1.435 1.145  0.00
H: 5.767 0.419 -1.726  0.00
H: 4.263 -0.847 -1.463  0.00
H: 5.223 -0.838 -2.912  0.00
H: 8.333 -2.004 -1.703  0.00
H: 7.886 -3.564 -2.553  0.00
H: 7.990 -3.385 -0.672  0.00

Atoms 1-6, force components in eV/Å:
-0.312 0.720 -0.080
0.860 -0.340 0.997
0.886 0.811 2.183
-0.275 2.956 -1.720
0.636 -3.463 -1.062
-1.432 1.655 -0.972


# 2
Formula: C21H29N5O4S2
Source: the OMol25 dataset
Level of theory: ωB97M-V/def2-TZVPD

Values from the calculation:
frontier orbital gap	0.2795	hartree
E_LUMO	-1.1	eV
strongest force on any atom	0.3770	hartree/bohr
HOMO	-8.66	eV
energy above the lowest of the compared OMol25 structures with the same formula, charge and spin	27.394	eV

Each line ends with the natural charge from an NBO analysis.
Atoms and positions in Å:
N: -4.098 4.950 2.261  -0.91
C: -4.362 5.530 0.993  0.67
O: -4.350 6.674 0.829  -0.58
C: -4.613 4.415 -0.129  -0.50
H: -5.280 3.582 0.048  0.24
H: -4.911 4.886 -1.005  0.22
S: -2.844 3.639 -0.768  0.18
C: -2.864 2.305 0.446  0.22
N: -3.509 2.141 1.571  -0.35
N: -2.935 1.257 2.222  -0.23
C: -1.956 0.629 1.741  0.23
N: -1.831 1.295 0.430  -0.42
C: -0.844 1.479 -0.900  0.08
C: -1.337 0.599 -1.755  -0.48
C: -0.736 0.887 -3.255  -0.32
C: 1.014 0.893 -3.131  -0.34
H: 1.270 0.035 -2.845  0.18
C: 1.621 2.078 -2.433  -0.38
H: 2.362 2.253 -2.782  0.17
H: 1.010 2.965 -2.519  0.19
C: 1.660 1.779 -0.964  -0.40
H: 2.782 1.291 -0.567  0.18
H: 1.771 2.833 -0.324  0.21
C: 0.729 1.079 -0.098  -0.36
H: 0.507 -0.179 -0.386  0.20
H: 0.610 1.271 0.873  0.21
H: 1.273 0.963 -4.359  0.19
H: -1.140 0.225 -3.806  0.19
H: -0.820 1.965 -3.451  0.19
H: -1.086 -0.387 -1.641  0.22
H: -2.481 0.679 -1.880  0.23
H: -0.856 2.421 -1.114  0.18
C: -1.164 -0.384 2.058  -0.03
C: -0.679 -1.386 1.012  -0.03
C: 0.111 -2.434 1.537  -0.34
C: 0.326 -2.561 3.125  -0.18
C: -0.220 -1.663 3.742  -0.16
C: -0.649 -0.404 3.515  -0.16
H: -1.186 0.204 4.096  0.23
H: 0.242 -1.768 5.023  0.17
H: 1.112 -3.201 3.265  0.23
S: 0.928 -3.602 0.558  2.32
O: 0.537 -3.070 -0.943  -1.02
O: 0.339 -4.893 0.536  -0.92
N: 2.322 -3.673 0.797  -0.75
C: 3.014 -4.598 0.443  -0.24
H: 2.473 -5.462 0.670  0.26
C: 3.515 -4.602 -1.076  -0.05
H: 4.056 -5.675 -1.138  0.16
O: 4.318 -3.713 -1.247  -0.47
C: 3.379 -2.472 -1.108  -0.07
H: 4.007 -1.629 -1.405  0.20
C: 2.806 -2.250 0.350  -0.26
H: 2.387 -1.363 0.446  0.25
H: 3.926 -2.011 0.980  0.21
H: 2.641 -2.385 -1.576  0.17
H: 2.598 -4.897 -1.688  0.18
H: 4.059 -4.779 1.172  0.16
H: -1.041 -1.394 0.191  0.17
H: -3.769 5.742 3.125  0.43
H: -4.145 3.888 2.230  0.44

Atoms 1-6, force components in eV/Å:
0.353 2.203 0.424
0.582 -6.094 2.977
-0.185 4.462 -1.681
2.711 0.048 0.719
0.162 -0.133 0.572
-0.612 1.083 -1.529


# 3
Formula: C37H62N3O15PS
Source: the OMol25 dataset
Level of theory: ωB97M-V/def2-TZVPD

Values from the calculation:
frontier orbital gap	0.2897	hartree
E_LUMO	0.6	eV
strongest force on any atom	0.0386	hartree/bohr
HOMO	-7.25	eV
SMILES string	COC[C@H](CCCCCCCSc1nnco1)NP(C)O.O=C1CCCO1.O=C1CCCO1.O=C1CCCO1.O=C1CCCO1.O=C1CCCO1.O=C1CCCO1

Each line ends with the Löwdin charge.
Atoms and positions in Å:
C: -0.571 2.838 2.349  -0.08
O: 0.361 2.058 3.101  -0.20
C: 1.076 1.124 2.322  -0.20
C: 0.303 -0.159 2.010  -0.38
C: -0.534 -0.648 3.182  -0.15
C: -1.902 -1.251 2.865  -0.20
C: -3.037 -0.230 2.800  -0.19
C: -3.346 0.376 1.431  -0.19
C: -3.664 -0.651 0.335  -0.20
C: -2.665 -0.608 -0.813  -0.26
C: -3.043 -1.519 -1.997  -0.43
S: -2.486 -0.838 -3.612  0.97
C: -0.959 -0.071 -3.365  -0.70
N: -0.689 1.011 -2.745  0.05
N: 0.655 1.253 -2.882  0.06
C: 1.112 0.307 -3.613  -0.21
O: 0.182 -0.573 -3.945  0.04
N: 1.327 -1.140 1.580  -0.17
P: 0.702 -2.651 1.087  0.81
C: 2.159 -3.459 0.322  -0.25
O: 0.515 -3.505 2.483  -0.31
H: -0.262 3.877 2.406  0.08
H: -1.550 2.739 2.806  0.08
H: -0.591 2.502 1.318  0.08
H: 1.970 0.859 2.880  0.13
H: 1.424 1.613 1.408  0.13
H: -0.357 0.071 1.170  0.12
H: -0.711 0.149 3.896  0.10
H: 0.077 -1.376 3.708  0.10
H: -2.127 -1.919 3.690  0.08
H: -1.909 -1.860 1.966  0.07
H: -2.862 0.576 3.512  0.10
H: -3.952 -0.721 3.124  0.11
H: -4.245 0.975 1.568  0.10
H: -2.586 1.077 1.101  0.09
H: -4.646 -0.475 -0.077  0.09
H: -3.650 -1.659 0.738  0.11
H: -2.605 0.411 -1.178  0.09
H: -1.676 -0.900 -0.475  0.08
H: -4.114 -1.680 -2.103  0.04
H: -2.568 -2.486 -1.882  0.07
H: 2.124 0.226 -3.943  0.12
H: 1.785 -0.747 0.760  0.07
H: 2.604 -4.169 1.016  0.03
H: 1.857 -4.013 -0.555  0.02
H: 2.938 -2.750 0.049  0.01
H: -0.206 -4.130 2.389  0.04
O: -2.588 -2.517 6.025  0.11
C: -1.604 -3.191 6.133  -0.48
C: -0.675 -3.276 7.325  -0.06
C: 0.559 -3.948 6.728  -0.14
C: -0.043 -4.779 5.605  -0.16
O: -1.188 -4.031 5.154  0.01
H: -1.147 -3.889 8.094  0.14
H: -0.465 -2.284 7.712  0.09
H: 1.134 -4.537 7.440  0.12
H: 1.221 -3.189 6.307  0.12
H: -0.385 -5.760 5.945  0.13
H: 0.647 -4.911 4.774  0.11
O: 4.078 -0.738 -1.076  0.11
C: 4.755 0.036 -1.688  -0.49
C: 6.268 0.149 -1.671  -0.07
C: 6.500 1.516 -2.313  -0.15
C: 5.291 1.641 -3.231  -0.15
O: 4.235 0.929 -2.552  0.02
H: 6.684 -0.661 -2.271  0.13
H: 6.645 0.091 -0.654  0.12
H: 7.448 1.606 -2.841  0.12
H: 6.468 2.292 -1.546  0.12
H: 5.453 1.180 -4.201  0.12
H: 4.984 2.671 -3.381  0.11
O: -0.079 -0.726 9.112  0.10
C: -0.924 0.078 8.838  -0.49
C: -0.754 1.355 8.040  -0.07
C: -2.041 2.113 8.358  -0.15
C: -3.016 0.973 8.623  -0.15
O: -2.217 -0.081 9.187  0.03
H: -0.682 1.096 6.982  0.13
H: 0.138 1.889 8.354  0.13
H: -2.371 2.784 7.567  0.12
H: -1.906 2.704 9.265  0.12
H: -3.481 0.600 7.708  0.13
H: -3.797 1.242 9.330  0.12
O: -6.028 -2.093 -1.181  0.11
C: -6.743 -2.584 -0.356  -0.47
C: -8.233 -2.849 -0.469  -0.07
C: -8.633 -3.091 0.985  -0.15
C: -7.347 -3.654 1.575  -0.15
O: -6.287 -3.020 0.837  0.03
H: -8.382 -3.733 -1.090  0.13
H: -8.742 -1.996 -0.908  0.13
H: -9.488 -3.753 1.109  0.11
H: -8.873 -2.140 1.463  0.12
H: -7.264 -4.734 1.437  0.13
H: -7.230 -3.425 2.631  0.13
O: 5.256 2.669 -6.080  0.08
C: 4.626 3.693 -6.020  -0.50
C: 4.963 5.022 -6.661  -0.07
C: 4.037 5.984 -5.921  -0.14
C: 2.869 5.078 -5.558  -0.13
O: 3.456 3.773 -5.368  0.03
H: 4.725 4.964 -7.722  0.11
H: 6.015 5.260 -6.524  0.13
H: 3.739 6.853 -6.504  0.12
H: 4.526 6.340 -5.012  0.12
H: 2.133 5.008 -6.359  0.12
H: 2.368 5.377 -4.641  0.13
O: 2.750 4.123 -8.974  0.11
C: 3.039 3.050 -9.424  -0.47
C: 3.482 1.824 -8.655  -0.06
C: 4.078 0.947 -9.754  -0.15
C: 3.278 1.385 -10.973  -0.15
O: 2.975 2.774 -10.744  0.03
H: 2.605 1.366 -8.194  0.14
H: 4.209 2.091 -7.889  0.09
H: 4.011 -0.121 -9.558  0.12
H: 5.130 1.198 -9.893  0.12
H: 2.337 0.840 -11.073  0.13
H: 3.837 1.294 -11.901  0.12

Atoms 1-6, force components in eV/Å:
0.519 -0.341 0.542
-0.142 0.174 -0.185
0.213 0.169 0.424
-0.020 0.459 -0.303
0.215 -0.340 0.075
-0.052 0.145 0.415


# 4
Formula: C4H6N2
Source: the OMol25 dataset
Level of theory: ωB97M-V/def2-TZVPD

Values from the calculation:
frontier orbital gap	0.3500	hartree
E_LUMO	0.9	eV
strongest force on any atom	0.0044	hartree/bohr
HOMO	-8.58	eV
energy above the lowest of the compared OMol25 structures with the same formula, charge and spin	0.028	eV
SMILES string	Cc1c[nH]cn1

Each line ends with the natural charge from an NBO analysis.
Atoms and positions in Å:
C: 1.246 -0.504 1.366  -0.64
C: 0.238 -0.054 0.355  0.09
C: -0.200 -0.706 -0.766  -0.13
N: -1.071 0.166 -1.381  -0.52
C: -1.126 1.284 -0.612  0.17
N: -0.355 1.187 0.442  -0.46
H: 1.168 -1.578 1.570  0.21
H: 1.106 0.043 2.303  0.23
H: 2.269 -0.305 1.021  0.22
H: -0.016 -1.696 -1.157  0.22
H: -1.489 0.043 -2.289  0.42
H: -1.771 2.120 -0.851  0.19

Atoms 1-6, force components in eV/Å:
0.100 -0.055 0.093
0.114 -0.159 0.027
0.028 0.013 0.059
-0.034 0.073 -0.019
-0.064 0.054 -0.046
-0.077 -0.094 -0.186


# 5
Formula: C10H18O
Source: the OMol25 dataset
Level of theory: ωB97M-V/def2-TZVPD

Values from the calculation:
frontier orbital gap	0.3495	hartree
E_LUMO	0.8	eV
strongest force on any atom	0.2819	hartree/bohr
HOMO	-8.71	eV
energy above the lowest of the compared OMol25 structures with the same formula, charge and spin	8.629	eV
SMILES string	CC(C)=CCC[C@@H](C)CC=O

Each line ends with the natural charge from an NBO analysis.
Atoms and positions in Å:
C: -3.737 -1.474 -0.175  -0.66
C: -2.518 -0.519 0.006  0.06
C: -2.740 0.283 1.407  -0.64
C: -1.567 -0.183 -0.919  -0.22
C: -0.511 0.632 -0.769  -0.40
C: 0.682 -0.208 -0.504  -0.34
C: 1.932 0.793 -0.626  -0.17
C: 2.051 1.641 0.679  -0.59
C: 3.266 -0.026 -0.573  -0.54
C: 3.318 -1.142 0.363  0.46
O: 3.419 -2.336 0.462  -0.51
H: -3.745 -2.481 0.454  0.23
H: -4.713 -0.813 -0.179  0.22
H: -3.802 -1.921 -1.152  0.21
H: -3.431 -0.347 2.203  0.21
H: -1.750 0.431 1.556  0.20
H: -3.074 1.192 1.241  0.20
H: -1.870 -0.717 -1.675  0.20
H: -0.701 1.156 -0.052  0.19
H: -0.530 1.269 -1.738  0.20
H: 0.741 -0.965 -1.207  0.20
H: 0.659 -0.674 0.251  0.18
H: 1.948 1.444 -1.312  0.19
H: 1.169 2.635 0.634  0.17
H: 2.861 2.303 0.653  0.21
H: 1.881 0.945 1.495  0.22
H: 3.240 -0.689 -1.488  0.22
H: 4.236 0.630 -0.597  0.26
H: 3.284 -0.858 1.561  0.05

Atoms 1-6, force components in eV/Å:
-0.474 -0.127 -0.335
-2.039 1.155 1.800
-1.011 -7.038 -0.734
-7.305 -3.304 4.981
4.033 -1.556 -8.427
3.113 9.057 -10.880


# 6
Formula: C4H2F2
Source: the OMol25 dataset
Level of theory: ωB97M-V/def2-TZVPD

Values from the calculation:
frontier orbital gap	0.3234	hartree
E_LUMO	-1.1	eV
strongest force on any atom	0.0575	hartree/bohr
HOMO	-9.93	eV
energy above the lowest of the compared OMol25 structures with the same formula, charge and spin	5.082	eV

Each line ends with the natural charge from an NBO analysis.
Atoms and positions in Å:
C: 1.305 -0.907 1.234  0.19
C: 0.511 -0.200 0.540  -0.57
C: 0.079 0.880 -0.448  -0.17
C: -0.629 0.776 0.582  0.54
F: -0.422 -1.642 -1.190  -0.60
F: -1.607 1.190 1.253  -0.22
H: 0.439 1.238 -1.387  0.27
H: 0.325 -1.334 -0.585  0.55

Atoms 1-6, force components in eV/Å:
0.789 -0.989 0.503
-0.909 2.770 0.504
1.085 0.022 -0.860
0.903 -0.650 -0.449
1.502 0.223 0.580
-1.321 0.141 1.280


Copy entry 6 word for word.
Formula: C4H2F2
Source: the OMol25 dataset
Level of theory: ωB97M-V/def2-TZVPD

Values from the calculation:
frontier orbital gap	0.3234	hartree
E_LUMO	-1.1	eV
strongest force on any atom	0.0575	hartree/bohr
HOMO	-9.93	eV
energy above the lowest of the compared OMol25 structures with the same formula, charge and spin	5.082	eV

Each line ends with the natural charge from an NBO analysis.
Atoms and positions in Å:
C: 1.305 -0.907 1.234  0.19
C: 0.511 -0.200 0.540  -0.57
C: 0.079 0.880 -0.448  -0.17
C: -0.629 0.776 0.582  0.54
F: -0.422 -1.642 -1.190  -0.60
F: -1.607 1.190 1.253  -0.22
H: 0.439 1.238 -1.387  0.27
H: 0.325 -1.334 -0.585  0.55

Atoms 1-6, force components in eV/Å:
0.789 -0.989 0.503
-0.909 2.770 0.504
1.085 0.022 -0.860
0.903 -0.650 -0.449
1.502 0.223 0.580
-1.321 0.141 1.280


- Number 5 is which compound?
  C10H18O


- Which value of strongest force on any atom does entry 1 give?
  0.1566 hartree/bohr


Repeat the fourth record exactly.
Formula: C4H6N2
Source: the OMol25 dataset
Level of theory: ωB97M-V/def2-TZVPD

Values from the calculation:
frontier orbital gap	0.3500	hartree
E_LUMO	0.9	eV
strongest force on any atom	0.0044	hartree/bohr
HOMO	-8.58	eV
energy above the lowest of the compared OMol25 structures with the same formula, charge and spin	0.028	eV
SMILES string	Cc1c[nH]cn1

Each line ends with the natural charge from an NBO analysis.
Atoms and positions in Å:
C: 1.246 -0.504 1.366  -0.64
C: 0.238 -0.054 0.355  0.09
C: -0.200 -0.706 -0.766  -0.13
N: -1.071 0.166 -1.381  -0.52
C: -1.126 1.284 -0.612  0.17
N: -0.355 1.187 0.442  -0.46
H: 1.168 -1.578 1.570  0.21
H: 1.106 0.043 2.303  0.23
H: 2.269 -0.305 1.021  0.22
H: -0.016 -1.696 -1.157  0.22
H: -1.489 0.043 -2.289  0.42
H: -1.771 2.120 -0.851  0.19

Atoms 1-6, force components in eV/Å:
0.100 -0.055 0.093
0.114 -0.159 0.027
0.028 0.013 0.059
-0.034 0.073 -0.019
-0.064 0.054 -0.046
-0.077 -0.094 -0.186